(1)
Molecular formula: C12H28CoN6O2S
Method: DFT, the ωB97M-V functional and the def2-TZVPD basis

The value obtained for the largest force on an atom is 2.496 eV/Å. As for the LUMO energy (spin up / spin down): -8.3 / -12.6 eV. Its expectation value of S² is 6.0115. The total energy is -2733.066012 hartree. Its energy above the lowest of the compared OMol25 structures with the same formula, charge and spin is 1.7 kcal/mol.

Geometry as ORCA input:
```
! wB97M-V def2-TZVPD RIJCOSX def2/J DEFGRID3
* xyz 3 5
Co 0.47087 -0.20641 0.91810
C 3.14609 -0.83169 -0.03811
C 2.85201 -1.92764 0.96017
N 1.42919 -1.96368 1.38750
C 1.26317 -2.04711 2.88142
C 1.83692 -0.74480 3.55598
N 1.49993 0.43730 2.77241
C 2.66303 1.30892 2.39830
C 2.73930 1.51724 0.89211
N 2.22894 0.39610 0.05200
H 4.19095 -0.47739 0.12705
H 2.97334 -1.27943 -1.04740
H 3.11168 -2.86100 0.41420
H 3.47495 -1.81911 1.86533
H 0.89586 -2.77513 0.95268
H 0.17530 -2.17296 3.15523
H 1.77218 -2.94997 3.28709
H 1.39677 -0.64031 4.55960
H 2.95143 -0.78932 3.72300
H 0.72002 0.93800 3.18650
H 2.54130 2.26349 2.90133
H 3.59546 0.87915 2.74986
H 2.16012 2.46028 0.64137
H 3.73579 1.80264 0.52445
H 1.95697 0.71730 -0.91184
O -0.13954 0.33595 -2.11025
C -0.65580 -0.75431 -1.73107
O -0.39278 -1.43276 -0.70978
C -1.77309 -1.39938 -2.57601
N -1.94238 -0.42717 -3.80755
C -3.33952 0.15002 -3.75921
C -4.13089 -0.89964 -2.99504
C -3.13033 -1.41234 -1.88403
H -1.37026 -2.38894 -2.92748
H -1.81772 -0.98587 -4.61781
H -1.12228 0.23740 -3.75244
H -3.74407 0.48494 -4.75382
H -3.22171 1.03608 -3.09271
H -4.32856 -1.72234 -3.70004
H -5.06785 -0.57247 -2.62832
H -3.30929 -2.48081 -1.57406
H -3.07972 -0.78912 -0.95791
N -2.20743 3.60779 1.54686
C -1.61025 2.60844 0.90327
N -1.01120 2.83906 -0.29537
S -1.62693 1.04675 1.59984
H -2.16486 4.57287 1.19121
H -2.56050 3.38756 2.47486
H -1.21134 3.67430 -0.84606
H -0.82326 2.04950 -0.90542
*
```

Results of the natural (NBO) charge analysis, in e, for atoms 1 through 6: number 1, Co, carries 1.642; number 2, C, carries -0.251; number 3, C, carries -0.271; number 4, N, carries -0.670; number 5, C, carries -0.267; number 6, C, carries -0.270

(2)
Molecular formula: C25H49FNO3
Method: DFT, the ωB97M-V functional and the def2-TZVPD basis

The value obtained for the largest force on an atom is 1.999 eV/Å. As for the LUMO energy: 1.7 eV. The total energy is -1362.083959 hartree.

Geometry as ORCA input:
```
! wB97M-V def2-TZVPD RIJCOSX def2/J DEFGRID3
* xyz -1 1
C 8.20387 -1.63269 1.00988
C 7.85865 -0.31285 0.81338
C 6.56332 0.12599 0.18962
C 6.79150 -0.11486 -1.31773
O 6.11765 0.76003 -2.18420
C 4.68083 0.76719 -2.14987
C 4.19141 1.95914 -1.29581
C 2.96652 1.73934 -0.40220
C 1.63408 1.96520 -1.11841
C 0.41930 1.83289 -0.20384
C 0.16118 0.39580 0.31819
C 0.25511 0.32173 1.85628
C 1.63892 -0.14534 2.36428
C 4.06685 -0.58058 -1.83169
O 2.78330 -0.66864 -2.41222
C 2.28862 -1.99049 -2.42370
C 1.96754 -2.57328 -1.03515
C 0.48418 -2.86468 -0.79872
F 0.30520 -4.24694 -0.65338
H 9.01924 -2.06722 0.43777
H 7.71201 -2.23334 1.76912
H 8.54914 0.48525 1.09546
H 6.41873 1.17872 0.41854
H 5.77890 -0.51579 0.60235
H 6.66026 -1.17386 -1.55757
H 7.85310 0.07383 -1.49214
H 4.37173 0.98486 -3.17206
H 5.00207 2.36443 -0.69480
H 3.92198 2.76684 -1.97970
H 2.98570 0.79986 0.15181
H 2.99934 2.51885 0.36637
H 1.54888 1.37573 -2.03176
H 1.66622 3.01432 -1.43716
H -0.44458 2.14718 -0.79179
H 0.49714 2.56661 0.60004
H 0.93235 -0.24184 -0.12113
H -0.84229 0.11656 0.00636
H 0.06633 1.29351 2.30321
H -0.49739 -0.38973 2.19089
H 2.27718 0.70327 2.60603
H 1.49522 -0.72591 3.27667
H 2.13724 -0.79459 1.64297
H 4.67973 -1.38129 -2.26950
H 4.04050 -0.79043 -0.75845
H 2.95941 -2.63590 -3.00331
H 1.35721 -1.94389 -2.98735
H 2.25804 -1.82909 -0.29298
H 2.54964 -3.47230 -0.84365
H 0.18299 -2.44102 0.15687
H -0.14672 -2.50174 -1.60610
C -4.58339 -1.32291 -0.82229
C -5.06467 0.11546 -0.54125
C -6.59629 0.15662 -0.65123
C -7.34374 -0.52024 0.50075
C -6.55443 -0.48882 1.81813
C -5.49640 0.62056 1.90060
N -4.57728 0.46844 0.79601
O -3.55781 1.43404 0.80429
C -4.71485 0.39214 3.19484
C -6.18294 1.99692 1.99571
C -4.51942 1.00948 -1.64824
H -3.49333 -1.36302 -0.78000
H -4.89833 -1.67298 -1.81694
H -4.97383 -2.02366 -0.08237
H -6.91611 1.20067 -0.70587
H -6.90912 -0.28991 -1.60254
H -8.30897 -0.02190 0.63364
H -7.57969 -1.55707 0.24317
H -7.25405 -0.40480 2.65668
H -6.04964 -1.45025 1.95402
H -4.16501 -0.54939 3.14220
H -5.39580 0.34516 4.05441
H -4.00217 1.19734 3.36896
H -6.84387 2.03946 2.87027
H -6.78904 2.22424 1.11677
H -5.43655 2.78410 2.10282
H -4.89037 0.65834 -2.61905
H -3.43181 0.98951 -1.67765
H -4.83836 2.04368 -1.51561
*
```

Results of the Mulliken charge analysis, in e, for atoms 1 through 6: number 1, C, carries -0.768; number 2, C, carries -0.530; number 3, C, carries 0.185; number 4, C, carries -0.786; number 5, O, carries -0.524; number 6, C, carries 0.225

(3)
Molecular formula: C20H22N4O3
Method: DFT, the ωB97M-V functional and the def2-TZVPD basis

As for the SMILES: C=CCc1cc(Cn2c(CC)nc3c(C)cc(C)nc32)cc([N+](=O)[O-])c1O. The value obtained for the largest force on an atom is 3.091 eV/Å. As for the LUMO energy: -0.9 eV. The total energy is -1219.978993 hartree. Its energy above the lowest of the compared OMol25 structures with the same formula, charge and spin is 126.5 kcal/mol.

Geometry as ORCA input:
```
! wB97M-V def2-TZVPD RIJCOSX def2/J DEFGRID3
* xyz 0 1
C -5.60944 -0.52075 1.66665
C -4.83812 0.11423 0.74641
C -4.58969 -0.50239 -0.58740
C -3.11410 -0.84039 -0.68086
C -2.26506 0.07639 -1.29952
C -0.87940 -0.17660 -1.38734
C 0.01115 0.89121 -1.96995
N 0.99102 1.31157 -0.91548
C 0.82009 2.16834 0.15554
C -0.47480 2.84921 0.56982
C -1.19121 2.04944 1.65177
N 1.92368 2.27718 0.91603
C 2.83132 1.40423 0.31996
C 4.11155 1.07130 0.76850
C 4.63603 1.68540 2.03845
C 4.79550 0.13534 0.00357
C 4.17517 -0.51071 -1.05976
C 4.91680 -1.56466 -1.84014
N 2.92374 -0.22343 -1.42351
C 2.26653 0.74189 -0.76448
C -0.38965 -1.42439 -0.90010
C -1.25888 -2.39528 -0.37921
N -0.72990 -3.61097 0.10748
O -1.47427 -4.59745 0.15814
O 0.43930 -3.59217 0.54119
C -2.63268 -2.06948 -0.23334
O -3.51980 -2.92481 0.39123
H -5.82660 -0.11212 2.64676
H -6.01241 -1.48384 1.43168
H -4.46017 1.09251 1.00312
H -5.16049 -1.43983 -0.71067
H -4.92015 0.19223 -1.37628
H -2.74383 0.97375 -1.63134
H 0.54624 0.52084 -2.89545
H -0.57351 1.74574 -2.28008
H -1.15982 2.96629 -0.30582
H -0.29729 3.88577 0.92990
H -1.47179 1.07553 1.28089
H -2.12104 2.51036 1.97900
H -0.54397 1.90774 2.54909
H 5.54614 1.20776 2.30016
H 3.93115 1.56402 2.87278
H 4.87521 2.74646 1.92741
H 5.79384 -0.19073 0.24422
H 4.25442 -1.94203 -2.60111
H 5.09997 -2.42685 -1.16250
H 5.87137 -1.19614 -2.22434
H 0.68632 -1.57439 -0.98880
H -3.18850 -3.84532 0.41775
*
```

Results of the natural (NBO) charge analysis, in e, for atoms 1 through 6: number 1, C, carries -0.374; number 2, C, carries -0.183; number 3, C, carries -0.464; number 4, C, carries -0.078; number 5, C, carries -0.157; number 6, C, carries -0.054

(4)
Molecular formula: H10O5
Method: DFT, the ωB97M-V functional and the def2-TZVPD basis

As for the SMILES: O.O.O.O.O. The value obtained for the largest force on an atom is 1.980 eV/Å. As for the LUMO energy: 0.5 eV. The total energy is -382.197438 hartree. Its energy above the lowest of the compared OMol25 structures with the same formula, charge and spin is 16.8 kcal/mol.

Geometry as ORCA input:
```
! wB97M-V def2-TZVPD RIJCOSX def2/J DEFGRID3
* xyz 0 1
O 2.51686 1.93354 0.39581
H 1.55854 2.10428 0.19104
H 3.11527 2.11247 -0.37761
O -1.22242 -0.63968 -0.58753
H -0.24707 -0.84982 -0.49187
H -1.34422 -0.18684 -1.43432
O -2.13670 -2.94023 0.67871
H -2.56325 -3.57254 0.09217
H -2.10796 -2.14132 0.17989
O -0.34359 2.25425 -0.03736
H -0.95865 2.95602 0.10692
H -0.96486 1.48286 -0.16200
O 1.29801 -0.84927 0.27659
H 1.79999 -1.64215 0.51945
H 1.60005 -0.02158 0.65010
*
```

Results of the natural (NBO) charge analysis, in e, for atoms 1 through 6: number 1, O, carries -0.999; number 2, H, carries 0.510; number 3, H, carries 0.483; number 4, O, carries -1.005; number 5, H, carries 0.521; number 6, H, carries 0.470

(5)
Molecular formula: C10H9N
Method: DFT, the ωB97M-V functional and the def2-TZVPD basis

The value obtained for the largest force on an atom is 3.386 eV/Å. As for the LUMO energy (spin up / spin down): -0.2 / 0.1 eV. The total energy is -440.990935 hartree. Its energy above the lowest of the compared OMol25 structures with the same formula, charge and spin is 143.6 kcal/mol.

Geometry as ORCA input:
```
! wB97M-V def2-TZVPD RIJCOSX def2/J DEFGRID3
* xyz 0 1
C -2.41211 -1.56039 -0.03885
C -2.80640 -0.21442 -0.28882
C -1.09545 -1.77972 0.17045
C -1.84190 0.73619 -0.48089
C -0.07535 -0.78683 0.24052
C -0.50324 0.58622 0.03793
C 1.26504 -1.30331 0.48585
C 0.21920 1.70753 0.39577
C 2.29154 -0.75473 -0.16565
C 2.69870 0.57928 -0.66988
N 0.76988 2.49918 1.13341
H -2.97346 -2.49303 0.14445
H -3.80596 0.10778 -0.59166
H -0.81124 -2.72927 0.47646
H -2.33980 1.77248 -0.53739
H 1.40484 -2.27955 0.89794
H 3.26243 0.45497 -1.61206
H 3.33655 1.04111 0.15820
H 1.88822 1.24678 -0.70940
H 1.52848 3.16974 0.95363
*
```

Results of the natural (NBO) charge analysis, in e, for atoms 1 through 6: number 1, C, carries -0.241; number 2, C, carries -0.208; number 3, C, carries -0.178; number 4, C, carries -0.189; number 5, C, carries -0.028; number 6, C, carries -0.229